1.
Entry from the Open Molecules 2025 dataset: a gas-phase ion, C4H7N2O5P (charge -2) (ωB97M-V with the def2-TZVPD basis set).

lowest unoccupied orbital energy	6.57	eV
net charge	-2
Kohn-Sham gap	7.2	eV
highest occupied orbital energy	-0.6	eV
SMILES	O=C([O-])O[P@](=O)([O-])N1CCNC1
molar mass	194.083	g/mol

Geometry (Å):
O -2.058 2.138 0.980
C -0.972 2.242 1.468
O -0.185 3.189 1.498
O -0.543 1.042 2.237
P -0.625 -0.373 1.551
O -1.875 -1.180 1.636
O 0.624 -1.132 1.796
N -0.604 0.004 -0.202
C -0.566 -1.252 -0.904
C 0.876 -1.238 -1.442
N 1.571 -0.119 -0.904
C 0.593 0.838 -0.575
H -1.271 -1.499 -1.779
H -0.778 -2.140 -0.203
H 1.378 -2.221 -1.219
H 1.114 -0.907 -2.556
H 2.098 -0.347 -0.057
H 0.875 1.543 0.196
H 0.348 1.412 -1.522

natural (NBO) population analysis, charges in e, atoms 1 to 8: -0.725, 0.963, -0.799, -0.913, 2.497, -1.205, -1.240, -0.784



2.
Entry from the Open Molecules 2025 dataset: a molecular structure, C4H7N2OP (ωB97M-V with the def2-TZVPD basis set).

lowest unoccupied orbital energy	0.14	eV
Kohn-Sham gap	8.8	eV
highest occupied orbital energy	-8.6	eV
molar mass	130.087	g/mol

Geometry (Å):
C -0.208 1.184 0.116
C -0.673 -1.383 -0.275
C 0.531 -1.602 0.691
C -0.726 0.161 -0.526
N 2.668 -0.213 -0.894
N -0.469 2.530 -0.043
O 0.961 0.961 0.830
P 1.700 -0.297 0.211
H -0.431 -1.779 -1.361
H -1.559 -1.573 0.207
H 0.103 -1.588 1.684
H 1.091 -2.482 0.576
H -1.508 0.298 -1.231
H -0.335 3.106 0.767
H -1.144 2.678 -0.752

natural (NBO) population analysis, charges in e, atoms 1 to 8: 0.475, -0.385, -0.773, -0.411, -0.992, -0.826, -0.791, 1.738



3.
Entry from the Open Molecules 2025 dataset: a molecular structure, C4H7N2OS (ωB97M-V with the def2-TZVPD basis set).

lowest unoccupied orbital energy	-4.27	eV
net charge	+1
Kohn-Sham gap	8.3	eV
highest occupied orbital energy	-12.6	eV
molar mass	131.180	g/mol

Geometry (Å):
C -1.755 0.718 0.259
C -0.921 0.101 1.236
C 2.915 -0.715 -0.119
C -2.018 0.228 -0.959
N -0.016 -0.778 0.953
N 3.739 -1.508 -0.028
O -2.656 0.832 -1.940
S 1.505 0.047 -0.454
H -2.173 1.631 0.715
H -1.185 0.416 2.216
H -1.737 -0.838 -1.269
H 0.370 -0.928 1.948
H 4.619 -1.888 0.455
H -2.877 1.779 -1.725
H 2.189 0.905 -1.287

natural (NBO) population analysis, charges in e, atoms 1 to 8: -0.466, 0.146, 0.346, 0.272, -0.729, -0.469, -0.621, 0.376



4.
Entry from the Open Molecules 2025 dataset: 2 unconnected molecules or ions with the total composition C4H7N2S (ωB97M-V with the def2-TZVPD basis set).

lowest unoccupied orbital energy (alpha / beta)	-5.42 / -5.42	eV
net charge	+1
Kohn-Sham gap (alpha / beta)	8.5 / 8.5	eV
highest occupied orbital energy (alpha / beta)	-13.9 / -13.9	eV
molar mass	115.181	g/mol

Geometry (Å):
C -2.298 -0.805 -0.110
C 0.249 0.627 0.154
C -1.375 -1.701 -0.030
C 1.652 0.181 -0.001
N -2.759 0.294 -0.007
N 2.641 1.143 -0.223
S -0.761 1.790 0.133
H -1.315 -2.392 0.945
H -1.099 -2.350 -0.947
H 2.043 -0.254 1.044
H 1.574 -0.586 -0.773
H -3.647 0.657 -0.036
H 2.366 1.911 -0.873
H 2.730 1.484 0.723

natural (NBO) population analysis, charges in e, atoms 1 to 8: 0.463, -0.049, -0.610, -0.364, -0.601, -0.746, 0.596, 0.305



5.
Entry from the Open Molecules 2025 dataset: a gas-phase ion, C4H7N2S (charge +1) (ωB97M-V with the def2-TZVPD basis set).

lowest unoccupied orbital energy (alpha / beta)	-6.60 / -6.71	eV
net charge	+1
Kohn-Sham gap (alpha / beta)	7.4 / 7.2	eV
highest occupied orbital energy (alpha / beta)	-14.0 / -13.9	eV
molar mass	115.181	g/mol

Geometry (Å):
C 0.310 -0.240 -0.902
C -0.304 0.219 0.813
C 1.445 -1.643 1.005
C -1.465 1.610 -1.164
N 0.537 -0.796 0.296
N -0.547 0.735 -0.466
S -0.977 0.493 2.551
H 0.729 -0.373 -1.837
H 1.158 -1.920 2.060
H 1.514 -2.528 0.315
H 2.495 -1.229 1.121
H -0.903 2.275 -2.006
H -1.737 2.332 -0.323
H -2.256 1.065 -1.461

natural (NBO) population analysis, charges in e, atoms 1 to 8: 0.437, 0.336, -0.447, -0.412, -0.396, -0.410, 0.140, 0.245



6.
Entry from the Open Molecules 2025 dataset: a gas-phase ion, C4H7N2S (charge +1) (ωB97M-V with the def2-TZVPD basis set).

lowest unoccupied orbital energy (alpha / beta)	-5.68 / -4.29	eV
net charge	+1
Kohn-Sham gap (alpha / beta)	5.3 / 8.1	eV
highest occupied orbital energy (alpha / beta)	-10.9 / -12.4	eV
molar mass	115.181	g/mol

Geometry (Å):
C 1.253 0.138 0.405
C -1.647 0.675 0.203
C -0.590 1.632 0.131
C 0.088 -1.737 -0.428
N 0.591 0.985 -0.428
N 1.030 -1.235 0.267
S -2.789 -0.353 0.077
H 2.032 0.412 1.092
H -0.720 2.428 -0.544
H -0.593 1.979 1.200
H -0.367 -2.804 -0.483
H -0.252 -0.974 -1.048
H 0.321 0.625 -1.349
H 1.642 -1.773 0.907

natural (NBO) population analysis, charges in e, atoms 1 to 8: 0.143, -0.165, -0.383, -0.070, -0.549, -0.431, 0.385, 0.227



DFT total energy
In order: -26770.1177, -18574.6004, -20113.7227, -18065.5813, -18066.0011, -18064.8280
Unit: eV